No. 1
120
Properties=species:S:1:pos:R:3 method="wB97M-V/def2-TZVPD" total_charge=-2 homo_ev="-1.2 / -1.2"
Cs 1.07 -0.37 -1.81
C 1.90 4.36 0.17
N 0.84 3.85 -0.68
C -0.50 3.89 -0.12
C 1.09 3.04 -1.75
O 0.20 2.53 -2.40
C 2.56 2.82 -2.06
O 2.70 1.87 -3.09
C 4.04 1.43 -3.19
C 4.09 0.14 -3.99
O 3.10 -0.31 -4.54
N 5.30 -0.47 -4.06
C 5.34 -1.82 -4.60
C 6.40 -0.13 -3.17
H 1.48 5.12 0.83
H 2.69 4.83 -0.42
H 2.35 3.58 0.78
H -0.51 3.45 0.88
H -1.16 3.31 -0.76
H -0.86 4.92 -0.06
H 3.08 2.48 -1.15
H 3.01 3.78 -2.35
H 4.46 1.23 -2.20
H 4.66 2.20 -3.69
H 4.58 -1.92 -5.37
H 5.13 -2.55 -3.81
H 6.33 -2.00 -5.03
H 6.31 -0.64 -2.21
H 6.45 0.94 -2.99
H 7.33 -0.44 -3.65
C -4.40 2.25 3.48
C -3.03 2.24 4.16
C -2.64 3.70 4.47
C -3.16 1.46 5.48
C -1.96 1.60 3.28
C -2.21 1.06 2.07
C -1.15 0.57 1.23
N -1.32 -0.04 0.06
C -2.47 -0.65 -0.26
C -3.43 -1.13 0.69
C -4.62 -1.66 0.31
C -4.93 -1.67 -1.09
C -4.05 -1.35 -2.07
C -2.67 -0.95 -1.69
O -1.77 -0.84 -2.52
C -4.42 -1.39 -3.55
C -3.64 -2.48 -4.30
C -4.12 -0.01 -4.17
C -5.91 -1.68 -3.75
C -5.62 -2.26 1.29
C -5.90 -3.72 0.93
C -6.94 -1.46 1.23
C -5.11 -2.22 2.73
C 0.24 0.87 1.61
O 1.16 0.82 0.79
C 0.47 1.19 3.04
C -0.60 1.56 3.78
C 1.88 1.02 3.61
C 2.36 -0.41 3.32
C 1.89 1.22 5.13
C 2.88 2.00 3.00
H -5.14 2.72 4.13
H -4.74 1.24 3.25
H -4.37 2.81 2.54
H -3.40 4.17 5.11
H -2.56 4.27 3.55
H -1.68 3.75 4.98
H -3.91 1.92 6.12
H -2.22 1.44 6.02
H -3.46 0.43 5.28
H -3.20 1.07 1.65
H -3.13 -1.13 1.73
H -5.91 -2.01 -1.38
H -2.57 -2.32 -4.22
H -3.92 -2.47 -5.36
H -3.89 -3.46 -3.89
H -3.05 0.20 -4.13
H -4.67 0.77 -3.63
H -4.43 0.01 -5.22
H -6.17 -2.67 -3.38
H -6.14 -1.64 -4.82
H -6.55 -0.94 -3.26
H -6.31 -3.81 -0.08
H -6.63 -4.16 1.62
H -4.98 -4.30 0.97
H -7.36 -1.46 0.22
H -6.76 -0.42 1.51
H -7.68 -1.89 1.91
H -4.19 -2.79 2.84
H -5.86 -2.65 3.40
H -4.92 -1.19 3.06
H -0.44 1.85 4.81
H 1.67 -1.14 3.75
H 3.34 -0.56 3.77
H 2.46 -0.59 2.25
H 1.20 0.54 5.64
H 1.62 2.25 5.41
H 2.89 1.03 5.51
H 3.02 1.78 1.94
H 3.85 1.88 3.48
H 2.55 3.03 3.13
S 4.58 0.07 -0.01
C 5.57 -1.34 0.08
C 6.78 -1.29 0.78
C 7.65 -2.37 0.89
C 8.88 -2.23 1.61
N 9.87 -2.11 2.19
C 7.30 -3.58 0.26
C 6.10 -3.66 -0.44
C 5.20 -2.59 -0.56
S 3.74 -2.75 -1.47
C 8.15 -4.73 0.34
N 8.84 -5.66 0.40
H 7.06 -0.36 1.26
H 5.83 -4.59 -0.92
I 0.59 -2.74 -5.04
C 0.87 -1.04 -6.26
I 0.01 0.77 -5.55
H 0.44 -1.25 -7.23
H 1.94 -0.86 -6.29


No. 2
17
Properties=species:S:1:pos:R:3 method="wB97M-V/def2-TZVPD" homo_ev=-8.0
C -2.00 -0.48 0.88
C -1.07 0.29 0.00
O -1.21 1.57 -0.01
C 0.19 -0.45 -0.38
C 1.44 0.35 -0.72
C 2.01 -0.24 0.58
O 0.78 -0.93 0.87
H -2.96 0.04 0.97
H -2.14 -1.49 0.48
H -1.53 -0.58 1.86
H -0.90 0.67 -1.98
H -0.87 1.60 -1.06
H -0.05 -1.28 -1.05
H 1.94 0.06 -1.64
H 1.30 1.44 -0.71
H 2.27 0.48 1.37
H 2.84 -0.95 0.45


No. 3
13
Properties=species:S:1:pos:R:3 method="wB97M-V/def2-TZVPD" homo_ev=-7.8
C -1.45 -0.29 -1.30
C -2.51 -1.19 -1.31
C -1.11 1.09 -1.84
C -1.99 -1.03 -0.01
C -0.25 0.36 -1.11
C -1.70 -1.20 1.29
C 1.12 0.46 -0.41
H -1.42 1.73 -2.58
H -1.47 -0.34 1.84
H -2.08 -2.08 1.89
H 1.78 -0.38 -0.82
H 1.05 0.22 0.64
H 1.49 1.47 -0.52


No. 4
11
Properties=species:S:1:pos:R:3 method="wB97M-V/def2-TZVPD" homo_ev=-9.2
C -0.11 0.26 1.22
C -0.67 0.81 -0.01
O -0.85 -0.20 -0.93
C 0.45 -0.91 -0.94
O 1.26 -0.37 0.03
H -0.25 -0.74 1.61
H 0.13 1.04 1.96
H -1.36 1.65 -0.07
H 0.37 1.20 -0.13
H 0.21 -1.97 -0.77
H 0.82 -0.78 -1.97


Relative energy (zero: lowest compared OMol25 entry of this formula, charge and spin) (computed, kJ/mol): 18.4; 596.9; 538.1; 415.2